No. 1
The following is a DFT calculation (ωB97M-V/def2-TZVPD) of C28H35F3N4O3P2ReS as an isolated structure in a non-equilibrium geometry.

XYZ file:
```
77
Properties=species:S:1:pos:R:3:forces:R:3:mulliken_charge:R:1
Re -1.641 1.198 -1.257 0.33 1.05 4.22 0.674
C -1.556 -0.753 -1.491 -0.19 -1.80 -1.08 0.340
C -0.461 -0.063 -2.244 1.21 -2.00 -0.71 0.382
C -0.547 -0.069 -3.785 0.51 0.44 0.15 -1.128
C -1.542 0.997 -4.270 0.68 0.42 0.03 -0.942
C -2.250 1.704 -3.112 -1.21 2.21 -1.92 -0.210
C -3.313 1.072 -2.320 -0.82 -0.89 -1.14 -0.172
C -3.790 -0.339 -2.658 -0.25 -0.05 0.47 -1.106
C -2.700 -1.389 -2.302 -0.29 -0.18 0.36 -0.785
C -1.895 1.324 0.859 0.30 1.38 0.23 -0.674
H -1.222 -1.347 -0.623 -0.08 0.47 -0.11 -0.059
H 0.547 -0.297 -1.886 -0.12 0.12 0.21 -0.095
H -0.815 -1.057 -4.177 0.12 0.06 0.35 0.316
H 0.450 0.157 -4.187 -0.25 -0.08 0.09 0.434
H -0.965 1.762 -4.799 -0.17 0.00 0.09 0.411
H -2.230 0.610 -5.028 -0.24 -0.03 0.34 0.328
H -2.409 2.754 -3.347 -0.24 -0.03 0.05 0.623
H -4.113 1.732 -1.966 0.30 0.17 0.02 0.652
H -4.115 -0.344 -3.707 0.14 -0.26 0.21 0.342
H -4.670 -0.575 -2.043 0.15 0.23 -0.31 0.396
H -3.162 -2.146 -1.655 0.13 0.03 -0.37 0.430
H -2.316 -1.892 -3.198 -0.11 0.01 0.29 0.309
H -2.882 0.836 1.018 0.21 0.17 -0.47 0.601
H -1.914 2.349 1.271 -0.08 -0.57 -0.09 0.450
H -1.192 0.708 1.447 -0.04 0.15 -0.57 -0.485
P 2.537 0.558 1.096 -1.98 1.75 -1.39 0.284
P 1.995 -1.720 0.555 1.26 -1.27 1.85 0.996
N -1.531 3.811 -0.845 -0.06 -1.55 0.18 0.192
N 1.745 2.047 0.873 -0.07 -0.99 1.29 0.766
N 0.768 -3.960 0.245 0.42 0.13 -0.30 0.212
N 3.140 -2.220 1.832 -0.62 0.35 -0.97 0.705
C 3.138 0.372 -0.600 -0.11 -0.43 -0.68 -0.760
C 3.289 -1.172 -0.698 0.27 -0.74 -0.32 -1.109
C -2.778 4.300 -0.574 1.65 -0.99 -0.52 -0.186
C -2.878 5.614 -1.061 1.53 1.87 -1.03 -0.838
C -1.601 5.955 -1.561 -2.18 0.43 0.50 -0.668
C -0.787 4.813 -1.412 -1.05 -1.39 0.50 -0.577
C 0.907 2.639 1.833 -0.10 1.15 0.51 -0.808
C 1.027 4.008 1.734 -0.30 -1.37 0.26 -0.580
C 1.973 4.284 0.696 0.59 -0.83 -0.54 -1.038
C 2.391 3.082 0.189 0.29 1.24 -0.54 -0.261
C -0.517 -4.127 0.695 0.62 0.66 -0.11 -0.233
C -0.965 -5.459 0.486 2.02 -1.59 -1.24 -0.878
C 0.137 -6.154 -0.091 -1.90 1.43 0.90 -0.585
C 1.162 -5.169 -0.269 -0.02 0.73 0.57 -0.402
C 3.462 -3.504 2.285 0.84 0.25 1.16 -0.459
C 4.233 -3.385 3.451 -0.93 0.16 -0.80 -0.649
C 4.368 -1.997 3.733 -0.47 0.16 -0.92 -0.684
C 3.716 -1.319 2.724 0.45 0.13 1.23 -0.349
H 4.094 0.900 -0.729 -0.20 -0.28 -0.37 0.627
H 2.350 0.721 -1.304 0.73 0.10 0.40 0.505
H 3.059 -1.613 -1.678 0.14 0.49 0.05 0.472
H 4.314 -1.463 -0.416 -0.60 -0.21 0.02 0.391
H -3.536 3.697 -0.076 0.22 0.15 -0.14 0.482
H -3.780 6.203 -1.060 0.12 0.22 0.07 0.481
H -1.278 6.883 -1.989 -0.11 0.27 -0.05 0.493
H 0.252 4.648 -1.696 -0.40 0.11 0.07 0.555
H 0.325 2.004 2.486 0.16 0.12 0.02 0.718
H 0.520 4.746 2.340 -0.03 -0.18 -0.06 0.529
H 2.333 5.261 0.396 -0.08 -0.22 -0.03 0.508
H 3.104 2.835 -0.581 -0.05 0.31 0.05 0.517
H -1.071 -3.306 1.146 0.22 -0.11 -0.10 0.603
H -1.962 -5.827 0.678 0.19 -0.03 0.18 0.463
H 0.234 -7.195 -0.351 -0.14 0.00 -0.08 0.449
H 2.140 -5.317 -0.720 -0.22 0.10 0.13 0.510
H 3.136 -4.380 1.747 -0.13 0.09 0.16 0.376
H 4.614 -4.180 4.080 -0.12 -0.02 -0.35 0.444
H 4.815 -1.473 4.572 0.21 -0.42 -0.20 0.460
H 3.637 -0.226 2.651 -0.07 -1.10 0.49 0.408
F -0.491 -1.334 5.678 -0.62 0.01 -1.10 -0.189
C -1.228 -1.348 4.542 -0.27 0.03 0.85 0.356
F -2.123 -2.364 4.633 0.97 0.96 -0.39 -0.202
F -1.913 -0.179 4.454 0.45 -0.84 0.05 -0.212
S -0.101 -1.478 3.050 0.07 -0.34 1.04 1.098
O 0.768 -0.297 3.199 -0.38 -0.45 -0.49 -0.659
O 0.575 -2.765 3.182 -0.47 0.99 -0.32 -0.543
O -1.014 -1.382 1.912 0.27 -0.09 0.07 -0.765
```
Positions in Å, forces in eV/Å.

Computed properties:
Total charge = +2
ΔE to the lowest compared entry with this formula, charge and spin = 146.2 kJ/mol
Max |F| = 4.4 eV/A
2S+1 = 4
Frontier orbital gap (alpha / beta) = 4.289 / 4.029 eV
<S²> = 4.17

No. 2
The following is a DFT calculation (ωB97M-V/def2-TZVPD) of a 2-piece molecular cluster, C5H8F2N2 overall in a non-equilibrium geometry.

XYZ file:
```
17
Properties=species:S:1:pos:R:3:forces:R:3:mulliken_charge:R:1
C -1.332 -1.371 0.410 -0.19 -1.41 -1.74 0.714
C 1.388 0.993 0.641 -0.95 -1.43 -1.04 -1.203
C 1.485 -1.087 -0.795 -2.52 0.71 4.25 -1.004
C -1.525 -0.045 0.458 1.62 2.15 3.00 -0.414
C 0.865 0.246 -0.560 -1.22 -0.83 1.12 0.137
N -1.005 -2.445 0.161 0.26 -1.77 0.33 -0.681
N -2.200 0.679 -0.505 -1.03 0.63 -0.58 -0.035
F -3.673 0.755 -0.254 1.06 -0.46 0.26 -0.259
F -1.903 2.015 -0.210 0.22 -0.05 -0.11 -0.171
H 0.718 1.735 0.820 -2.18 2.35 0.77 0.424
H 2.218 1.553 0.310 1.82 0.17 0.00 0.407
H 1.448 0.434 1.579 0.69 -0.26 -0.55 0.362
H 1.647 -1.154 -1.772 1.13 -1.11 -4.02 0.385
H 2.208 -1.409 -0.053 1.15 0.96 -0.35 0.331
H 0.839 -1.965 -0.434 -0.91 0.85 -0.92 0.291
H -1.366 0.282 1.540 -0.69 0.52 -1.62 0.326
H 0.190 0.784 -1.335 1.74 -1.00 1.22 0.391
```
Positions in Å, forces in eV/Å.

Computed properties:
ΔE to the lowest compared entry with this formula, charge and spin = 816.2 kJ/mol
Max |F| = 5.0 eV/A
Frontier orbital gap (alpha / beta) = 7.480 / 7.488 eV

> Among the records above, which one has the highest max |F|?

C5H8F2N2